a | {
  "formula": "C2H5F2P",
  "method": "wB97M-V/def2-TZVPD",
  "species": ["C", "C", "F", "F", "P", "H", "H", "H", "H", "H"],
  "xyz": [[0.72, -1.65, 0.14], [0.63, -0.16, 0.16], [1.60, 0.48, 0.83], [0.50, 0.47, -1.05], [-2.21, 1.81, -0.57], [1.30, -1.98, 1.00], [-0.36, -2.06, 0.17], [1.33, -1.92, -0.82], [-1.20, 2.78, -0.71], [-2.32, 2.23, 0.85]],
  "lumo_ev": [-1.005, 0.098],
  "gap_ev": [7.75, 8.83],
  "spin_multiplicity": 1
}


b | {
  "formula": "C2H5F2P",
  "method": "wB97M-V/def2-TZVPD",
  "species": ["C", "C", "F", "F", "P", "H", "H", "H", "H", "H"],
  "xyz": [[-0.85, 0.53, -1.00], [0.15, 0.26, 0.18], [1.21, 1.13, 0.08], [-0.37, 0.70, 1.42], [0.57, -1.55, 0.61], [-1.36, -0.42, -1.25], [-1.68, 1.27, -0.54], [-0.38, 0.95, -1.82], [0.68, -1.36, 1.99], [2.04, -1.51, 0.33]],
  "lumo_ev": 0.981,
  "gap_ev": 10.96,
  "smiles": "CC(F)(F)P",
  "spin_multiplicity": 1
}


The winner here is b, beating the second structure by 253.2 kJ/mol.